Entry 1:
Entry from the OMol25 dataset: a structure of composition C44H52GeN7S5TeTi at a distorted geometry (the ωB97M-V functional and the def2-TZVPD basis).

```
111
Properties=species:S:1:pos:R:3:forces:R:3
Ti -0.66893 0.48090 -0.34885 2.38 -1.41 -0.62
N -1.20350 1.27648 4.64825 0.06 0.11 -0.12
C -1.07574 1.53478 3.33248 -0.08 -0.30 0.02
S 0.01913 2.90178 2.95021 -0.22 -0.18 0.09
N -1.72964 0.78382 2.49760 0.17 0.18 -0.28
N -1.74782 1.20353 1.16163 -1.00 0.62 1.85
C -2.47105 2.24156 0.93122 -0.10 0.08 -0.21
C -2.43643 2.77101 -0.41809 -0.11 -0.19 0.39
C -3.22117 3.82833 -0.81825 -0.29 0.36 0.02
C -3.08735 4.31347 -2.10648 -0.17 0.15 0.03
C -2.15192 3.72567 -2.93904 0.09 0.03 -0.17
C -1.40894 2.66494 -2.46794 -0.02 -0.12 0.25
N -1.54831 2.16294 -1.22828 -0.34 0.52 -0.66
H -0.61139 1.73503 5.31795 0.03 0.01 0.00
H -1.94192 0.67009 4.97155 0.02 0.04 -0.05
H -3.05035 2.69263 1.72524 -0.09 0.10 0.00
H -3.92262 4.26177 -0.11561 0.03 0.01 -0.07
H -3.69492 5.14061 -2.45296 0.03 -0.04 0.04
H -1.99208 4.08084 -3.94987 -0.02 -0.04 0.09
H -0.66999 2.20366 -3.09279 0.11 -0.10 -0.13
C 3.33224 -2.12458 4.42116 0.09 0.00 -0.16
C 4.31437 -1.90471 3.26512 -0.02 -0.03 0.12
S 3.66616 -1.35788 1.67777 -0.12 0.15 -0.19
C 2.72116 -2.75371 1.04250 -0.08 -0.06 0.01
C 1.33325 -3.01925 1.62863 0.15 -0.05 0.06
S 0.28264 -1.56159 1.88520 0.10 0.07 -0.07
C -0.39346 -1.94634 3.51756 0.18 0.11 0.09
C 0.57236 -1.87553 4.72972 -0.15 -0.13 -0.05
S 2.05815 -0.84650 4.66292 -0.07 0.08 -0.14
H 3.90688 -2.19662 5.34369 0.05 -0.03 0.01
H 2.82188 -3.07650 4.29340 -0.02 -0.01 -0.01
H 4.88177 -2.82417 3.10456 0.03 0.02 0.06
H 5.04184 -1.13100 3.51834 -0.05 0.01 0.01
H 3.32577 -3.65807 1.14801 -0.07 -0.03 -0.06
H 2.63040 -2.56125 -0.02765 0.01 0.03 -0.04
H 1.43685 -3.47771 2.61070 -0.05 -0.02 0.01
H 0.79605 -3.71734 0.98566 0.03 -0.06 -0.02
H -0.79864 -2.95485 3.47249 -0.06 -0.08 -0.01
H -1.24155 -1.27667 3.62428 0.04 0.07 0.00
H 0.90869 -2.88103 4.97716 -0.02 0.00 0.03
H -0.00210 -1.54225 5.59467 -0.02 0.01 -0.03
C 0.20272 -5.56210 -1.94855 -0.01 0.03 0.03
C -0.72263 -5.59035 -0.91383 -0.03 0.05 -0.01
C -1.42942 -4.44099 -0.56731 0.08 -0.04 -0.10
C -1.22837 -3.23160 -1.24094 0.35 -0.32 0.03
C -0.30285 -3.23457 -2.29073 0.07 -0.15 0.05
C 0.40567 -4.37853 -2.64673 -0.08 0.07 0.06
Ge -2.18810 -1.61054 -0.70863 -0.79 0.21 -0.13
C -3.60581 -2.14725 0.53523 -0.24 -0.10 0.13
C -4.95997 -1.99451 0.21595 0.05 -0.02 0.15
C -5.95907 -2.42746 1.08424 0.06 0.04 -0.03
C -5.62905 -3.02677 2.29144 0.04 -0.01 0.00
C -4.29072 -3.19840 2.62492 0.02 0.06 -0.07
C -3.29960 -2.76077 1.75243 -0.12 0.01 0.05
C -3.18340 -1.03523 -2.33405 -0.06 0.11 -0.12
C -3.20262 -1.78496 -3.51455 -0.10 -0.09 0.04
C -3.89302 -1.34508 -4.64333 -0.04 0.03 0.04
C -4.58546 -0.13968 -4.61377 0.03 -0.02 0.01
C -4.60081 0.61321 -3.44302 0.05 -0.03 0.02
C -3.90457 0.16825 -2.32347 0.02 -0.12 -0.14
H 0.74623 -6.45858 -2.22096 -0.02 0.04 0.01
H -0.90908 -6.51542 -0.37969 0.01 0.06 -0.03
H -2.16336 -4.50972 0.22411 -0.03 0.05 0.04
H -0.14572 -2.33893 -2.87666 -0.01 -0.02 0.03
H 1.10308 -4.34983 -3.47757 -0.04 0.00 0.04
H -5.25906 -1.54723 -0.72196 0.03 0.02 -0.08
H -7.00041 -2.30197 0.80871 0.07 -0.01 0.01
H -6.40907 -3.37039 2.96154 0.06 0.03 -0.05
H -4.02124 -3.68078 3.55959 -0.01 0.03 -0.09
H -2.26438 -2.92115 2.01144 0.08 0.00 0.03
H -2.68636 -2.73976 -3.55264 -0.02 0.06 -0.01
H -3.90508 -1.95440 -5.54031 0.00 0.03 0.04
H -5.13014 0.19825 -5.48849 0.04 -0.02 0.07
H -5.16896 1.53685 -3.40276 0.04 -0.06 0.01
H -3.95499 0.75521 -1.41060 0.00 -0.01 -0.01
C 4.33284 -1.82364 -2.47966 0.01 0.02 -0.01
C 3.71772 -0.51841 -1.95724 -0.07 -0.15 -0.02
C 2.28008 -0.36294 -2.32576 0.02 -0.02 0.06
N 1.27451 -0.17498 -1.53686 -0.34 0.33 -0.66
N 0.09223 0.04084 -2.24396 0.05 -0.11 0.33
C 0.20555 -0.07571 -3.54398 -0.22 0.00 -0.03
N -0.81591 0.04180 -4.39797 0.22 0.13 0.02
S 1.82088 -0.38840 -4.00340 0.49 -0.10 -0.33
H 5.32330 -1.96043 -2.04540 -0.06 0.01 -0.04
H 4.44796 -1.80904 -3.56604 -0.02 0.02 0.05
H 3.72094 -2.68960 -2.22028 0.01 0.04 0.05
H 4.26088 0.33819 -2.36450 0.00 0.01 0.00
H 3.79552 -0.45324 -0.87749 -0.01 -0.04 0.24
H -1.75320 -0.09225 -4.03523 -0.14 -0.02 0.06
H -0.68122 -0.17856 -5.37104 0.02 0.01 -0.01
C 4.89963 6.88018 -0.03664 -0.06 -0.06 0.02
C 4.05702 5.67090 0.27232 0.09 0.08 -0.01
C 4.60749 4.55024 0.88496 0.10 0.00 0.02
C 3.85109 3.42627 1.18995 0.08 0.08 -0.02
C 4.54383 2.25801 1.86725 -0.06 0.14 -0.11
C 2.48554 3.45287 0.84456 0.07 -0.13 -0.06
Te 1.44585 1.71993 1.38296 -0.16 -0.27 0.33
C 1.89212 4.55890 0.22488 0.10 0.13 -0.01
C 0.43383 4.65451 -0.15089 0.13 0.06 0.03
C 2.70437 5.65417 -0.04343 -0.11 0.10 -0.07
H 5.92921 6.74430 0.28980 -0.03 -0.01 0.00
H 4.50046 7.76734 0.45830 0.00 -0.04 -0.01
H 4.90619 7.08215 -1.10918 -0.01 -0.01 0.02
H 5.66122 4.55306 1.14749 -0.08 0.02 -0.04
H 5.58106 2.51375 2.07981 -0.04 0.03 -0.03
H 4.54853 1.36262 1.24035 -0.02 0.05 0.01
H 4.06768 1.98744 2.81109 -0.04 0.02 0.00
H -0.13914 3.80513 0.20368 0.02 -0.06 0.05
H 0.32151 4.71929 -1.23645 0.03 0.00 0.04
H -0.01071 5.55605 0.27669 0.05 -0.03 -0.02
H 2.25696 6.52815 -0.51161 0.06 -0.06 0.04
```
Positions in Å, forces in eV/Å.

- DFT total energy: -7276.05116 a.u.
- Energy relative to the best compared isomer or geometry (same formula, charge and spin): 37.9 kJ/mol
- Total charge: +2
- 2S+1: 2
- <S²>: 0.785
- Largest force on an atom: 2.8 eV/A
- HOMO-LUMO gap (spin up / spin down): 0.2277 / 0.2144 hartree

Entry 2:
Entry from the OMol25 dataset: a cluster of 10 separate species, C44H52N10O3 in total at a distorted geometry (the ωB97M-V functional and the def2-TZVPD basis).

```
109
Properties=species:S:1:pos:R:3:forces:R:3
O -0.17680 -4.25336 3.19270 -4.10 -5.35 -6.78
C -0.71379 -5.00268 2.22012 1.56 1.21 2.28
O -0.63041 -6.48513 2.04883 0.85 4.44 -0.05
C -0.07278 -6.58744 0.65921 -1.26 -0.67 1.10
C -0.85644 -5.36270 -0.10084 0.57 1.09 -1.03
C 0.06475 -4.19160 -0.86936 0.06 -0.27 -1.00
C -0.47181 -3.74998 -2.31000 3.05 1.99 0.86
C 0.30756 -2.58214 -3.13687 1.40 -1.99 5.40
C 1.57770 -2.03468 -2.27529 -2.62 -2.68 0.56
C 1.91211 -2.69568 -0.85290 -0.49 0.14 -0.64
N 1.23800 -3.76336 -0.06295 -2.25 2.83 -7.20
O -1.48663 -4.57963 1.00675 3.12 -1.87 2.32
H 1.07649 -6.51545 0.86959 -2.16 -0.10 -1.37
H -0.52532 -7.63418 0.33061 1.58 2.29 0.30
H -1.69189 -5.78100 -0.84129 1.79 1.07 1.85
H -1.42404 -4.25953 -2.77609 2.15 1.08 1.22
H -0.04061 -2.20845 -4.18979 0.87 -0.76 2.35
H 2.24334 -1.16017 -2.69974 -1.39 -2.11 1.08
H 2.88420 -2.25627 -0.31170 -2.42 -1.08 -1.33
C 4.63755 2.20952 -5.48480 0.26 0.09 0.33
C 3.33171 2.00684 -5.99169 -0.43 -0.04 0.08
C 2.51970 1.69929 -4.92305 -0.05 -0.17 -0.15
N 3.29078 1.70463 -3.78987 -0.15 0.02 0.04
C 4.58256 2.02016 -4.12196 0.23 0.08 -0.01
H 5.52232 2.46710 -6.05239 -0.13 -0.04 0.12
H 3.01736 2.07823 -7.02493 0.04 -0.05 0.16
H 1.46229 1.47640 -4.87231 0.19 0.05 -0.07
H 2.95830 1.50752 -2.85486 0.14 0.07 -0.32
H 5.35032 2.08121 -3.36234 -0.07 -0.05 -0.15
C -2.60564 -0.51517 1.26365 0.01 -0.23 -0.18
C -1.77968 0.38574 1.97738 0.24 0.20 0.13
C -0.77155 -0.35220 2.55623 -0.03 -0.12 -0.04
N -0.96303 -1.66729 2.22070 -0.05 0.41 -0.15
C -2.07595 -1.77556 1.42810 -0.10 0.13 -0.07
H -3.49056 -0.27082 0.69048 0.10 -0.06 0.14
H -1.90624 1.45751 2.05966 0.02 -0.16 0.02
H 0.06270 -0.05502 3.17758 -0.16 -0.03 -0.08
H -0.37458 -2.43714 2.51171 -0.23 0.12 -0.01
H -2.39576 -2.73782 1.05127 0.02 0.49 0.13
C -0.36964 4.67619 -4.97005 0.37 -0.11 0.11
C -1.77573 4.60355 -4.82556 -0.30 -0.17 0.19
C -2.03640 3.77306 -3.75866 -0.10 0.01 -0.07
N -0.83704 3.33834 -3.25740 -0.05 0.01 0.10
C 0.18509 3.88828 -3.98635 0.10 0.12 -0.02
H 0.17915 5.24308 -5.71086 -0.09 -0.01 0.18
H -2.51820 5.10376 -5.43385 0.12 -0.09 0.13
H -2.97021 3.45405 -3.31527 0.16 0.07 -0.10
H -0.72402 2.71074 -2.47192 -0.10 0.22 -0.25
H 1.21684 3.67120 -3.74433 -0.15 0.08 -0.12
C 2.07177 6.68062 -9.88845 0.37 -0.11 0.14
C 0.66568 6.60798 -9.74396 -0.31 -0.14 0.21
C 0.40502 5.77749 -8.67706 -0.08 0.01 -0.06
N 1.60438 5.34277 -8.17580 0.01 0.03 0.02
C 2.62650 5.89271 -8.90475 0.05 0.01 -0.08
H 2.62056 7.24751 -10.62926 -0.08 -0.10 0.14
H -0.07679 7.10818 -10.35225 0.12 -0.09 0.12
H -0.52879 5.45848 -8.23367 0.14 0.06 -0.10
H 1.71739 4.71516 -7.39032 -0.03 0.21 -0.27
H 3.65825 5.67562 -8.66273 -0.16 0.06 -0.07
C 2.78193 6.95529 0.25498 -0.34 0.12 -0.05
C 3.73621 5.97566 -0.10958 0.07 -0.34 -0.18
C 3.11718 5.10156 -0.97485 0.01 0.02 0.10
N 1.82158 5.51675 -1.14137 0.01 0.03 0.02
C 1.60961 6.64958 -0.39955 0.02 -0.01 0.05
H 2.93378 7.79401 0.92193 -0.04 -0.14 -0.13
H 4.76448 5.91478 0.22274 -0.18 0.01 -0.05
H 3.48638 4.22127 -1.48392 -0.02 0.12 0.08
H 1.13045 5.05925 -1.72161 0.20 0.25 0.11
H 0.64487 7.13897 -0.39969 0.19 -0.07 0.01
C 6.15433 7.39671 -4.94065 -0.17 -0.19 -0.32
C 6.49406 7.41894 -3.56685 0.01 -0.19 0.36
C 5.96082 6.28619 -2.99373 0.04 0.04 0.01
N 5.30725 5.58376 -3.97258 0.09 0.06 0.06
C 5.42460 6.25055 -5.16428 -0.02 0.05 -0.05
H 6.41493 8.13624 -5.68664 -0.06 -0.13 0.11
H 7.06666 8.17907 -3.05126 -0.10 -0.14 -0.07
H 5.98931 5.92151 -1.97562 -0.03 0.13 -0.21
H 4.81609 4.70971 -3.83684 0.17 0.26 -0.13
H 4.97864 5.85424 -6.06666 0.07 0.10 0.14
C -1.04029 -5.48323 8.19217 -0.30 -0.15 0.22
C -0.52464 -5.07812 6.93788 -0.04 0.07 -0.41
C -1.56234 -5.12194 6.03390 0.00 -0.02 -0.06
N -2.68484 -5.54385 6.69776 0.05 0.01 0.04
C -2.37733 -5.76131 8.01559 -0.04 -0.12 0.09
H -0.49548 -5.56234 9.12397 -0.10 0.05 -0.12
H 0.49386 -4.78526 6.71790 -0.20 -0.04 0.00
H -1.59767 -4.89090 4.97762 0.07 -0.02 0.29
H -3.59741 -5.67347 6.28058 0.36 0.09 0.17
H -3.13385 -6.09594 8.71268 0.11 0.10 -0.06
C -6.09950 -1.85170 2.19300 -0.37 0.04 -0.09
C -5.19138 -1.69421 3.26713 0.09 0.04 0.50
C -5.88510 -1.12397 4.31093 0.12 -0.04 -0.01
N -7.17870 -0.92753 3.90260 -0.08 -0.01 0.00
C -7.32012 -1.37337 2.61428 -0.03 0.01 -0.11
H -5.88647 -2.27008 1.21786 -0.05 0.07 0.15
H -4.14428 -1.96795 3.27828 -0.19 0.12 -0.01
H -5.56948 -0.84072 5.30618 -0.01 -0.05 -0.19
H -7.91399 -0.51848 4.46443 0.30 -0.17 -0.24
H -8.27426 -1.31079 2.10840 0.18 -0.01 0.06
C -3.43559 -9.32967 12.47360 0.38 0.07 0.10
C -4.45144 -9.33670 11.48808 -0.13 0.07 -0.36
C -3.91497 -8.79454 10.34169 -0.06 0.03 0.01
N -2.61255 -8.45629 10.60242 0.00 -0.05 0.04
C -2.30973 -8.78400 11.89836 -0.02 0.01 0.05
H -3.51615 -9.68543 13.49255 0.03 0.06 -0.18
H -5.46499 -9.69891 11.60214 0.17 0.06 -0.04
H -4.34778 -8.61976 9.36574 0.05 -0.05 0.18
H -1.97456 -8.03213 9.94159 -0.21 -0.14 0.16
H -1.32218 -8.59990 12.29966 -0.19 -0.04 -0.04
```
Positions in Å, forces in eV/Å.

- DFT total energy: -2480.71874 a.u.
- Total charge: 0
- 2S+1: 1
- Largest force on an atom: 9.6 eV/A
- HOMO-LUMO gap: 0.2530 hartree

The lowest total charge belongs to which entry? C44H52N10O3